Formula: C3H6AlF3NO7S2
Source: the OMol25 dataset
Level of theory: the ωB97M-V functional and the def2-TZVPD basis

ORCA input file:
```
! RIJCOSX wB97M-V def2-TZVPD def2/J DEFGRID3
* xyz 1 1
Al -3.09 -3.00 2.13
N 0.11 0.56 4.48
S 1.59 0.93 4.54
O 2.20 0.99 5.86
O 2.12 1.75 3.46
F 2.05 -0.57 3.97
S -0.36 1.98 5.24
O -0.01 3.16 4.45
O -0.33 2.12 6.71
F -1.94 1.87 4.92
F -5.69 -3.26 -1.91
C 1.50 1.31 -2.95
O 1.11 0.27 -3.83
C 0.31 -0.70 -3.42
O -0.26 -0.71 -2.28
O 0.14 -1.48 -4.47
C -0.94 -2.33 -4.65
H 1.74 2.14 -3.61
H 2.45 1.05 -2.47
H 0.88 1.70 -2.14
H -0.89 -2.91 -5.58
H -1.88 -1.78 -4.59
H -0.83 -3.09 -3.87
*
```

Calculated values
- E_tot: -55428.9757 eV
- Highest occupied orbital energy: -12.9 eV
- HOMO-LUMO gap: 1.44 eV
- LUMO energy: -11.500 eV

Formula: C3H6AlF4N2O11S4
Source: the OMol25 dataset
Level of theory: the ωB97M-V functional and the def2-TZVPD basis

ORCA input file:
```
! RIJCOSX wB97M-V def2-TZVPD def2/J DEFGRID3
* xyz 0 2
Al -1.00 0.33 1.14
N -1.95 -0.59 3.61
S -1.51 -0.72 5.07
O -1.77 -1.97 5.75
O -1.46 0.46 5.94
F 0.04 -0.78 4.74
S -3.62 -0.50 4.15
O -4.16 0.69 4.78
O -4.24 -1.79 4.34
F -4.12 -0.16 2.63
N 1.59 -0.75 0.57
S 2.43 -1.35 -0.53
O 2.91 -2.71 -0.27
O 3.27 -0.52 -1.38
F 1.12 -1.66 -1.42
S 2.95 -0.07 1.42
O 3.03 1.40 1.35
O 4.10 -0.91 1.55
F 2.23 -0.18 2.85
C -0.17 -0.89 -4.25
O -0.08 0.48 -4.00
C -0.20 0.98 -2.81
O -0.53 0.43 -1.79
O 0.19 2.27 -2.89
C 0.37 2.93 -4.19
H -1.04 -1.15 -3.64
H 0.62 -1.50 -3.81
H -0.30 -1.05 -5.32
H -0.58 3.23 -4.64
H 0.86 2.27 -4.91
H 1.04 3.78 -4.05
*
```

Calculated values
- E_tot: -89509.5419 eV
- Highest occupied orbital energy (spin up / spin down): -11.7 / -9.6 eV
- HOMO-LUMO gap (spin up / spin down): 9.68 / 2.40 eV
- Expectation value of S²: 0.761
- LUMO energy (spin up / spin down): -2.058 / -7.226 eV

Formula: C3H6Br2N3
Source: the OMol25 dataset
Level of theory: the ωB97M-V functional and the def2-TZVPD basis

ORCA input file:
```
! RIJCOSX wB97M-V def2-TZVPD def2/J DEFGRID3
* xyz 1 1
C 1.49 0.24 -0.23
C 0.03 0.19 1.66
C -0.88 0.09 -0.61
N 1.35 0.11 1.06
N -0.92 0.87 0.86
N 0.50 0.26 -1.04
Br 2.72 -0.13 2.31
Br -2.75 0.84 1.48
H 2.49 0.20 -0.60
H -0.10 -0.92 1.98
H 0.00 0.73 2.61
H -0.84 -0.96 -0.26
H -1.69 0.57 -1.24
H 0.66 0.49 -1.94
*
```

Calculated values
- E_tot: -147753.6589 eV
- Structure (SMILES): BrN1C=[NH+]CN(Br)C1
- Highest occupied orbital energy: -13.6 eV
- HOMO-LUMO gap: 8.82 eV
- LUMO energy: -4.733 eV

Formula: C3H6Br2N3
Source: the OMol25 dataset
Level of theory: the ωB97M-V functional and the def2-TZVPD basis

ORCA input file:
```
! RIJCOSX wB97M-V def2-TZVPD def2/J DEFGRID3
* xyz 1 1
C 0.53 -1.41 -0.39
C 2.45 -0.05 0.43
C -0.62 0.80 -0.08
N 1.78 -1.22 0.01
N 3.12 0.59 -0.43
N -0.48 -0.59 -0.44
Br 2.91 -2.81 0.02
Br 4.09 2.06 -0.02
H 0.32 -2.43 -0.69
H 0.30 1.20 0.33
H 2.45 0.11 1.52
H -1.43 0.90 0.65
H -0.89 1.38 -0.97
H -1.35 -1.00 -0.77
*
```

Calculated values
- E_tot: -147754.2154 eV
- Structure (SMILES): C/[NH+]=C\N(Br)/C=N/Br
- Highest occupied orbital energy: -13.7 eV
- HOMO-LUMO gap: 8.36 eV
- LUMO energy: -5.378 eV

Formula: C3H6Br2NS
Source: the OMol25 dataset
Level of theory: the ωB97M-V functional and the def2-TZVPD basis

ORCA input file:
```
! RIJCOSX wB97M-V def2-TZVPD def2/J DEFGRID3
* xyz 1 1
C -0.25 -0.02 -1.39
C -1.01 -0.04 -0.04
C 1.95 -0.22 0.04
N -0.16 0.32 1.03
S 1.14 -1.15 -1.09
Br -2.57 1.25 -0.28
Br 2.42 1.58 -0.13
H -0.86 -0.41 -2.20
H 0.09 0.98 -1.64
H -1.47 -1.01 0.12
H 2.59 -0.76 0.74
H -0.03 1.32 1.14
H -0.40 -0.12 1.91
*
```

Calculated values
- E_tot: -155610.2063 eV
- Highest occupied orbital energy: -14.2 eV
- HOMO-LUMO gap: 7.92 eV
- LUMO energy: -6.308 eV

Formula: C3H6Br2O2
Source: the OMol25 dataset
Level of theory: the ωB97M-V functional and the def2-TZVPD basis

ORCA input file:
```
! RIJCOSX wB97M-V def2-TZVPD def2/J DEFGRID3
* xyz 0 1
C -0.92 1.05 0.68
C -0.05 1.18 -0.54
C 1.28 -1.46 0.59
O -0.40 0.64 -1.75
O 0.53 -2.43 0.54
Br -2.15 -0.49 0.42
Br 3.27 -1.67 0.42
H -1.75 1.76 0.73
H -0.33 1.00 1.60
H 0.74 0.46 -0.42
H 0.27 2.22 -0.60
H -1.28 1.06 -2.13
H 0.78 -3.33 0.46
*
```

Calculated values
- E_tot: -147384.4464 eV
- Highest occupied orbital energy: -9.0 eV
- HOMO-LUMO gap: 9.37 eV
- LUMO energy: 0.338 eV

Formula: C3H6Br2O2
Source: the OMol25 dataset
Level of theory: the ωB97M-V functional and the def2-TZVPD basis

ORCA input file:
```
! RIJCOSX wB97M-V def2-TZVPD def2/J DEFGRID3
* xyz 0 1
C -0.52 0.65 -0.05
C -1.78 0.44 -1.11
C 0.20 -0.42 0.91
O -2.86 0.08 -0.86
O -0.61 -1.04 1.77
Br 3.54 0.71 -0.17
Br 0.88 -1.94 -0.53
H -0.90 1.34 0.71
H 0.17 1.32 -0.59
H -1.39 0.64 -2.15
H 1.14 -0.21 1.41
H 3.62 -0.54 -0.66
H -1.48 -1.03 1.34
*
```

Calculated values
- E_tot: -147386.6783 eV
- Structure (SMILES): O=CC[C@@H](O)Br.Br
- Highest occupied orbital energy: -10.0 eV
- HOMO-LUMO gap: 10.41 eV
- LUMO energy: 0.421 eV

Formula: C3H6Br2O3
Source: the OMol25 dataset
Level of theory: the ωB97M-V functional and the def2-TZVPD basis

ORCA input file:
```
! RIJCOSX wB97M-V def2-TZVPD def2/J DEFGRID3
* xyz 0 1
C -0.31 -0.29 1.86
C -1.33 -0.72 -0.43
C -0.54 -1.27 0.74
O -0.37 -0.57 3.02
O -1.36 -1.49 -1.54
O 1.93 1.49 -0.24
Br -3.20 -0.43 0.30
Br 1.29 -1.65 0.10
H 0.00 0.71 1.50
H -0.94 -2.22 1.10
H -0.99 0.28 -0.73
H 2.32 1.56 -1.11
H -1.54 -2.42 -1.34
H 2.33 2.17 0.30
*
```

Calculated values
- E_tot: -149435.1971 eV
- Structure (SMILES): O=C[C@H](Br)[C@@H](O)Br.O
- Highest occupied orbital energy: -10.2 eV
- HOMO-LUMO gap: 10.35 eV
- LUMO energy: 0.177 eV

> Number 7 is which compound?

C3H6Br2O2